Entry from the Open Molecules 2025 dataset: 3 unconnected molecules or ions with the total composition C5H10O (ωB97M-V with the def2-TZVPD basis set).

Values from the calculation:
HOMO = -0.3370 hartree
gap between HOMO and LUMO = 9.5541 eV

Last columns: bonded neighbours and bond lengths (Å).
Element x y z (Å)
1 C 1.18983 0.29535 -0.65105  C2 1.446, H7 1.091, H8 1.086
2 C 0.40669 -0.49934 0.26946  C1 1.446, O3 1.291, C4 1.756, C6 1.538
3 O 0.95869 -1.63140 0.55285  C2 1.291
4 C -0.87899 -0.31771 -0.91267  C2 1.756, C5 1.530, H11 1.093, H12 1.092
5 C -1.52404 0.63523 0.09514  C4 1.530, C6 1.539, H13 1.094, H14 1.095
6 C -0.56023 0.22352 1.22276  C2 1.538, C5 1.539, H15 1.093, H16 1.096
7 H 1.07225 1.37519 -0.75724  C1 1.091
8 H 1.60922 -0.22895 -1.50453  C1 1.086
9 H 2.60467 -0.19324 0.22186  no bonds
10 H 2.27545 -0.97012 0.52163  no bonds
11 H -0.76165 0.01920 -1.94611  C4 1.093
12 H -1.28023 -1.33280 -0.90348  C4 1.092
13 H -2.58531 0.45303 0.28640  C5 1.094
14 H -1.40223 1.68032 -0.20823  C5 1.095
15 H -0.99691 -0.53266 1.88040  C6 1.093
16 H -0.12722 1.02438 1.83281  C6 1.096